{
  "formula": "C17H23BCl51NP",
  "method": "ωB97M-V with the def2-TZVPD basis set",
  "elements": ["B", "P", "N", "H", "H", "H", "H", "H", "H", "C", "Cl", "Cl", "Cl", "H", "C", "Cl", "Cl", "Cl", "H", "C", "Cl", "Cl", "Cl", "H", "C", "Cl", "Cl", "Cl", "H", "C", "Cl", "Cl", "Cl", "H", "C", "Cl", "Cl", "Cl", "H", "C", "Cl", "Cl", "Cl", "H", "C", "Cl", "Cl", "Cl", "H", "C", "Cl", "Cl", "Cl", "H", "C", "Cl", "Cl", "Cl", "H", "C", "Cl", "Cl", "Cl", "H", "C", "Cl", "Cl", "Cl", "H", "C", "Cl", "Cl", "Cl", "H", "C", "Cl", "Cl", "Cl", "H", "C", "Cl", "Cl", "Cl", "H", "C", "Cl", "Cl", "Cl", "H", "C", "Cl", "Cl", "Cl", "H"],
  "coordinates": [[-1.8767, -1.7972, -4.1664], [-0.6741, -2.1869, -2.7221], [-1.3352, -3.0883, -1.5607], [-2.0553, -2.8066, -4.8023], [-1.4171, -0.9682, -4.9408], [-2.9466, -1.3744, -3.7904], [-0.1214, -0.9826, -2.2320], [0.4160, -2.9038, -3.2486], [-2.3018, -3.2700, -1.7960], [0.7030, -5.3471, -0.5493], [0.9487, -5.9834, -2.1745], [0.3131, -6.6551, 0.5838], [2.1462, -4.4716, -0.0114], [-0.1348, -4.6405, -0.5873], [1.8778, 1.1641, -0.4136], [0.5229, 1.5448, -1.4717], [1.8882, -0.5396, 0.0451], [3.4043, 1.6016, -1.1897], [1.7729, 1.7564, 0.4804], [-1.5816, 5.2536, -1.0553], [-2.8669, 6.4123, -0.6860], [-0.5088, 5.1037, 0.3479], [-2.2822, 3.7231, -1.5945], [-0.9971, 5.6493, -1.8748], [5.5783, 4.3491, -3.3480], [4.5826, 3.7532, -4.6749], [4.6280, 5.3801, -2.2705], [6.3045, 3.0110, -2.4546], [6.3760, 4.9472, -3.7663], [3.3116, -1.3439, -4.4160], [3.7972, 0.3585, -4.4436], [3.3887, -1.9848, -2.7735], [1.6906, -1.5504, -5.0735], [4.0053, -1.9037, -5.0282], [-2.9667, 5.1367, 3.0855], [-1.9774, 3.8256, 3.7244], [-4.6765, 4.8485, 3.4123], [-2.4560, 6.6821, 3.7708], [-2.8253, 5.1753, 2.0131], [4.4043, 4.8309, 1.5010], [5.5124, 3.6799, 2.2505], [2.7331, 4.4543, 1.9390], [4.8361, 6.4836, 1.9474], [4.4951, 4.7378, 0.4276], [5.6431, 7.9394, 6.0850], [4.2998, 9.0629, 5.8498], [5.3249, 6.3998, 5.2910], [7.1464, 8.6495, 5.4897], [5.7524, 7.7607, 7.1458], [2.1138, -5.1506, 3.6610], [3.1619, -6.4405, 4.2704], [0.4237, -5.6275, 3.7559], [2.3940, -3.6511, 4.5501], [2.3579, -4.9803, 2.6199], [-2.6204, 0.0736, 1.8039], [-3.5776, -1.3820, 1.5390], [-1.4622, 0.3305, 0.5006], [-3.6611, 1.4956, 1.9727], [-2.0690, -0.0491, 2.7264], [0.6788, 6.3677, 7.7031], [-0.3488, 5.8563, 6.3685], [-0.1628, 7.5275, 8.7378], [1.2310, 4.9791, 8.6446], [1.5484, 6.8566, 7.2894], [-4.3104, -2.1698, -7.5359], [-3.2888, -3.4534, -6.9020], [-6.0241, -2.5427, -7.2758], [-3.8968, -0.6206, -6.8028], [-4.1424, -2.0956, -8.6015], [-7.5556, 5.8269, 6.3908], [-7.6276, 4.9806, 4.8444], [-7.9030, 4.7237, 7.7248], [-5.9838, 6.5973, 6.6096], [-8.3125, 6.5989, 6.3871], [5.9012, -8.0433, 6.6885], [5.4847, -9.6550, 7.2767], [5.6742, -6.8388, 7.9576], [7.5597, -8.0091, 6.0853], [5.2387, -7.8016, 5.8683], [3.4867, -8.5981, -3.0364], [3.7374, -9.2421, -4.6633], [3.0810, -9.8942, -1.9093], [4.9157, -7.7202, -2.4877], [2.6549, -7.9070, -3.0690], [-5.9026, -6.0375, -9.5276], [-7.5317, -5.6026, -10.0589], [-4.7311, -4.8315, -10.0655], [-5.8476, -6.2345, -7.7785], [-5.6422, -6.9831, -9.9822], [-6.2489, -0.0251, -1.7109], [-6.3475, -0.8809, -3.2471], [-6.5429, -1.1276, -0.3618], [-4.6854, 0.7715, -1.5368], [-7.0194, 0.7332, -1.6972]],
  "lowdin_charge": [-0.682, 0.585, -0.369, -0.089, -0.052, -0.042, -0.097, -0.095, -0.064, -1.510, 0.543, 0.497, 0.517, -0.043, -1.518, 0.499, 0.511, 0.484, -0.012, -1.515, 0.529, 0.524, 0.530, 0.012, -1.531, 0.527, 0.539, 0.519, 0.010, -1.516, 0.477, 0.505, 0.573, 0.008, -1.550, 0.500, 0.501, 0.505, -0.052, -1.546, 0.526, 0.523, 0.505, -0.052, -1.553, 0.516, 0.510, 0.520, 0.009, -1.555, 0.516, 0.513, 0.522, -0.056, -1.520, 0.524, 0.504, 0.480, 0.011, -1.554, 0.511, 0.514, 0.518, -0.002, -1.538, 0.550, 0.485, 0.552, -0.009, -1.549, 0.507, 0.521, 0.520, 0.008, -1.559, 0.517, 0.519, 0.519, -0.031, -1.562, 0.510, 0.515, 0.515, -0.052, -1.546, 0.510, 0.524, 0.524, 0.007, -1.544, 0.528, 0.502, 0.512, 0.006],
  "total_charge": -1,
  "total_energy_ha": -24552.2478,
  "gap_ev": 5.99
}

{
  "formula": "C17H23BrN4O6S",
  "method": "ωB97M-V with the def2-TZVPD basis set",
  "elements": ["C", "C", "C", "Br", "C", "C", "C", "O", "N", "O", "C", "C", "C", "C", "C", "C", "N", "O", "C", "N", "S", "N", "C", "H", "H", "H", "H", "H", "H", "H", "H", "H", "H", "H", "H", "H", "H", "H", "H", "H", "C", "O", "C", "O", "O", "C", "H", "H", "H", "H", "H", "H"],
  "coordinates": [[1.9925, -1.2297, 2.8466], [0.9331, -0.5024, 1.7971], [0.6993, -1.3921, 0.4159], [2.1706, -1.2220, -0.9286], [-0.7987, -0.9794, -0.1523], [-1.1347, 0.5251, -0.8017], [-0.0045, 1.7024, -0.9749], [-0.4122, 3.0180, -0.3932], [0.5739, 3.3389, 0.4912], [-0.0258, 3.5297, 1.5387], [-2.7038, 0.8268, -1.2957], [-3.1328, 2.3017, -1.9576], [-3.7915, -0.3843, -1.1009], [-5.3748, -0.0772, -1.5433], [-5.9654, 0.8939, -0.3164], [-6.2092, 0.0866, 1.0901], [-5.1506, -0.5613, 1.9557], [-7.4820, 0.0255, 1.5486], [-3.4946, -1.8850, -0.5118], [-4.4564, -3.0595, -0.3019], [-3.4464, -4.3237, 0.3856], [-1.8366, -3.5849, 0.5214], [-1.9557, -2.1809, -0.0297], [1.6745, -2.3443, 3.0130], [3.0869, -1.0965, 2.4370], [1.8368, -0.6744, 3.8844], [1.1737, 0.6266, 1.5905], [-0.1187, -0.5199, 2.3616], [0.6820, -2.5288, 0.7800], [0.1027, 1.8963, -2.1380], [1.0415, 1.4595, -0.5080], [-3.2649, 3.1102, -1.1070], [-4.0825, 2.2387, -2.6383], [-2.2444, 2.6566, -2.6715], [-5.4296, 0.5272, -2.5477], [-6.0347, -1.0522, -1.5539], [-6.9449, 1.4666, -0.6237], [-5.1286, 1.7140, -0.0879], [-5.3642, -0.5005, 2.9762], [-4.1949, -0.2147, 1.7194], [9.0983, -0.7195, 0.2961], [8.2264, -0.6949, -0.8324], [7.0154, -0.1328, -0.5901], [6.6401, 0.3305, 0.4755], [6.2943, -0.1752, -1.7389], [4.9875, 0.3862, -1.6325], [10.0362, -1.1899, -0.0117], [9.3186, 0.2976, 0.6359], [8.6643, -1.3144, 1.1062], [5.0435, 1.4475, -1.3697], [4.3893, -0.1645, -0.8994], [4.5016, 0.2988, -2.6082]],
  "nbo_charge": [-0.636, -0.418, -0.305, 0.006, -0.008, -0.020, -0.167, -0.400, 0.368, -0.264, 0.003, -0.671, -0.020, -0.444, -0.488, 0.661, -0.850, -0.613, 0.109, -0.545, 0.823, -0.571, 0.109, 0.218, 0.231, 0.226, 0.217, 0.224, 0.267, 0.221, 0.243, 0.253, 0.238, 0.238, 0.233, 0.258, 0.261, 0.225, 0.410, 0.387, -0.257, -0.496, 0.981, -0.639, -0.497, -0.264, 0.197, 0.193, 0.193, 0.192, 0.199, 0.194],
  "total_charge": 0,
  "total_energy_ha": -4303.6732,
  "gap_ev": 6.67
}

{
  "formula": "C17H23Cl2N3O",
  "method": "ωB97M-V with the def2-TZVPD basis set",
  "elements": ["O", "C", "N", "C", "C", "C", "C", "Cl", "C", "Cl", "C", "N", "C", "C", "C", "N", "C", "C", "C", "C", "C", "C", "C", "H", "H", "H", "H", "H", "H", "H", "H", "H", "H", "H", "H", "H", "H", "H", "H", "H", "H", "H", "H", "H", "H", "H"],
  "coordinates": [[-2.7854, 1.8579, -0.0519], [-2.3891, 0.7181, 0.0833], [-3.2302, -0.3813, 0.1291], [-4.6171, -0.4006, 0.0706], [-5.2551, -1.6432, 0.0955], [-6.6308, -1.7298, 0.0438], [-7.4005, -0.5793, -0.0335], [-9.1197, -0.6974, -0.0983], [-6.7707, 0.6610, -0.0579], [-7.7053, 2.1032, -0.1528], [-5.3909, 0.7547, -0.0065], [-1.0646, 0.4227, 0.2143], [-0.5241, -0.9159, 0.3552], [0.9846, -0.8664, 0.5707], [1.6832, -0.1926, -0.6282], [3.0981, 0.0703, -0.4470], [3.4642, 0.8721, 0.7044], [4.8797, 1.4115, 0.5088], [5.8575, 0.2509, 0.3629], [5.3940, -0.6511, -0.7755], [3.9525, -1.0965, -0.5379], [0.9310, 1.1001, -1.0122], [-0.1049, 1.4964, 0.0337], [-2.8072, -1.2939, 0.1863], [-4.6682, -2.5484, 0.1558], [-7.1182, -2.6915, 0.0627], [-4.9101, 1.7183, -0.0289], [-0.9853, -1.4145, 1.2184], [-0.7293, -1.5111, -0.5482], [1.3566, -1.8856, 0.6890], [1.2010, -0.3213, 1.4887], [1.6215, -0.8861, -1.4759], [2.7648, 1.7034, 0.8015], [3.4387, 0.2837, 1.6401], [4.9023, 2.0214, -0.3954], [5.1537, 2.0399, 1.3579], [6.8642, 0.6233, 0.1660], [5.8858, -0.3211, 1.2939], [5.4372, -0.0991, -1.7153], [6.0390, -1.5275, -0.8584], [3.6174, -1.7133, -1.3755], [3.9106, -1.7116, 0.3801], [0.4173, 0.9539, -1.9630], [1.6482, 1.9080, -1.1490], [0.3711, 1.7355, 0.9908], [-0.6677, 2.3729, -0.2923]],
  "nbo_charge": [-0.658, 0.797, -0.642, 0.258, -0.272, -0.196, -0.101, 0.022, -0.032, 0.034, -0.293, -0.451, -0.222, -0.426, -0.029, -0.456, -0.223, -0.400, -0.397, -0.400, -0.212, -0.416, -0.226, 0.396, 0.208, 0.231, 0.278, 0.199, 0.182, 0.220, 0.209, 0.196, 0.202, 0.160, 0.204, 0.206, 0.210, 0.192, 0.203, 0.206, 0.200, 0.156, 0.214, 0.227, 0.183, 0.256],
  "relative_energy_kcal_mol": 0.0,
  "total_charge": 0,
  "total_energy_ha": -1821.5254,
  "gap_ev": 8.77
}

{
  "formula": "C17H23Cl5NO2P2Tb",
  "method": "ωB97M-V with the def2-TZVPD basis set",
  "elements": ["Tb", "P", "C", "C", "N", "C", "C", "C", "C", "C", "P", "H", "H", "H", "H", "H", "H", "H", "H", "O", "H", "H", "O", "H", "C", "H", "H", "H", "C", "H", "H", "H", "C", "H", "H", "H", "C", "H", "H", "H", "Cl", "C", "C", "C", "Cl", "C", "Cl", "C", "Cl", "C", "Cl"],
  "coordinates": [[0.0195, -0.6582, 0.8523], [-2.5259, -0.1561, 0.0552], [-2.1506, 0.2279, -1.6275], [-0.8598, 0.6503, -2.0633], [0.2681, 0.3859, -1.2929], [1.4943, 0.7317, -1.7334], [1.6589, 1.4716, -2.8948], [0.5510, 1.7750, -3.6833], [-0.6990, 1.3255, -3.2995], [2.7215, 0.3748, -0.9087], [2.5986, -1.1331, 0.1443], [-1.5866, 1.5229, -3.9055], [2.6574, 1.8134, -3.1499], [0.6744, 2.3695, -4.5885], [3.5764, 0.1777, -1.5678], [2.9814, 1.2136, -0.2444], [-2.0599, -1.6925, -3.0594], [-2.9539, 0.3256, -2.3643], [-0.7587, -3.5699, -2.1106], [-1.9226, -2.6607, -3.0851], [-2.2408, -2.9380, -3.9622], [-0.1486, -2.5733, 0.4588], [-0.1020, -3.9822, -1.4973], [-0.2391, -3.4740, -0.6397], [3.1249, -2.4164, -1.0328], [4.1580, -2.2429, -1.3543], [3.0079, -3.3921, -0.5510], [2.4295, -2.4002, -1.8765], [4.0217, -0.9548, 1.2628], [4.0469, -1.8230, 1.9344], [4.9609, -0.8744, 0.6990], [3.8652, -0.0605, 1.8795], [-3.3657, 1.3014, 0.7698], [-4.3362, 1.4456, 0.2707], [-3.4982, 1.1524, 1.8520], [-2.7243, 2.1829, 0.6273], [-3.7056, -1.5499, 0.0663], [-3.9634, -1.7779, 1.1132], [-4.6005, -1.2843, -0.5158], [-3.1827, -2.4151, -0.3698], [-0.5199, -1.1314, 3.5356], [-0.2435, 0.6262, 3.6037], [0.0876, 1.2343, 2.4076], [0.2455, 2.6098, 2.3201], [0.5648, 3.2986, 0.7643], [0.1037, 3.4083, 3.4793], [0.2851, 5.1085, 3.3850], [-0.2010, 2.7801, 4.7217], [-0.3336, 3.7103, 6.1458], [-0.3907, 1.3717, 4.7861], [-0.7905, 0.5652, 6.2438]],
  "lowdin_spin": [4.476, 0.059, 0.461, 0.017, 0.065, 0.028, 0.128, -0.004, 0.135, 0.002, -0.006, 0.004, 0.005, -0.003, 0.000, 0.000, 0.007, 0.018, 0.001, 0.011, 0.000, 0.367, 0.112, 0.042, 0.000, 0.000, 0.000, 0.000, 0.000, 0.000, 0.000, 0.000, 0.035, 0.000, 0.004, 0.000, 0.013, 0.002, 0.001, 0.001, -0.001, 0.004, 0.017, 0.001, 0.000, 0.001, 0.001, -0.005, -0.002, 0.003, 0.001],
  "total_charge": 2,
  "total_energy_ha": -4674.1755,
  "gap_ev": [5.51, 4.48],
  "spin_multiplicity": 7
}

Please write out number 3 again, unchanged.
{
  "formula": "C17H23Cl2N3O",
  "method": "ωB97M-V with the def2-TZVPD basis set",
  "elements": ["O", "C", "N", "C", "C", "C", "C", "Cl", "C", "Cl", "C", "N", "C", "C", "C", "N", "C", "C", "C", "C", "C", "C", "C", "H", "H", "H", "H", "H", "H", "H", "H", "H", "H", "H", "H", "H", "H", "H", "H", "H", "H", "H", "H", "H", "H", "H"],
  "coordinates": [[-2.7854, 1.8579, -0.0519], [-2.3891, 0.7181, 0.0833], [-3.2302, -0.3813, 0.1291], [-4.6171, -0.4006, 0.0706], [-5.2551, -1.6432, 0.0955], [-6.6308, -1.7298, 0.0438], [-7.4005, -0.5793, -0.0335], [-9.1197, -0.6974, -0.0983], [-6.7707, 0.6610, -0.0579], [-7.7053, 2.1032, -0.1528], [-5.3909, 0.7547, -0.0065], [-1.0646, 0.4227, 0.2143], [-0.5241, -0.9159, 0.3552], [0.9846, -0.8664, 0.5707], [1.6832, -0.1926, -0.6282], [3.0981, 0.0703, -0.4470], [3.4642, 0.8721, 0.7044], [4.8797, 1.4115, 0.5088], [5.8575, 0.2509, 0.3629], [5.3940, -0.6511, -0.7755], [3.9525, -1.0965, -0.5379], [0.9310, 1.1001, -1.0122], [-0.1049, 1.4964, 0.0337], [-2.8072, -1.2939, 0.1863], [-4.6682, -2.5484, 0.1558], [-7.1182, -2.6915, 0.0627], [-4.9101, 1.7183, -0.0289], [-0.9853, -1.4145, 1.2184], [-0.7293, -1.5111, -0.5482], [1.3566, -1.8856, 0.6890], [1.2010, -0.3213, 1.4887], [1.6215, -0.8861, -1.4759], [2.7648, 1.7034, 0.8015], [3.4387, 0.2837, 1.6401], [4.9023, 2.0214, -0.3954], [5.1537, 2.0399, 1.3579], [6.8642, 0.6233, 0.1660], [5.8858, -0.3211, 1.2939], [5.4372, -0.0991, -1.7153], [6.0390, -1.5275, -0.8584], [3.6174, -1.7133, -1.3755], [3.9106, -1.7116, 0.3801], [0.4173, 0.9539, -1.9630], [1.6482, 1.9080, -1.1490], [0.3711, 1.7355, 0.9908], [-0.6677, 2.3729, -0.2923]],
  "nbo_charge": [-0.658, 0.797, -0.642, 0.258, -0.272, -0.196, -0.101, 0.022, -0.032, 0.034, -0.293, -0.451, -0.222, -0.426, -0.029, -0.456, -0.223, -0.400, -0.397, -0.400, -0.212, -0.416, -0.226, 0.396, 0.208, 0.231, 0.278, 0.199, 0.182, 0.220, 0.209, 0.196, 0.202, 0.160, 0.204, 0.206, 0.210, 0.192, 0.203, 0.206, 0.200, 0.156, 0.214, 0.227, 0.183, 0.256],
  "relative_energy_kcal_mol": 0.0,
  "total_charge": 0,
  "total_energy_ha": -1821.5254,
  "gap_ev": 8.77
}